Density functional theory data (ωB97M-V with the def2-TZVPD basis set) for a structure of composition C15H23AlF7N4O2.

The value obtained for the LUMO energy is 2.264 eV. As for the charge: -1. As for the orbital gap: 8.102 eV. The total energy is -1896.49731 Eh.

```
52
Properties=species:S:1:pos:R:3:forces:R:3
N 2.341739 -5.306770 0.615296 0.2993 -0.2809 0.4188
C 1.700806 -4.803122 -0.203703 -0.1597 -0.0996 -0.2828
O 1.006513 -4.284364 -1.120397 -0.1965 0.5688 -0.2328
Al 1.214318 -2.456051 -1.348394 0.6017 0.1134 0.4216
C 3.018366 -2.088828 -2.149279 -0.6572 -0.1575 0.4940
C 4.195377 -2.107834 -1.175213 0.0804 0.1318 -0.5728
O 4.049102 -1.153708 -0.132640 0.1837 -0.0819 -0.0459
C 5.532477 -1.867759 -1.910566 0.1496 -0.0725 0.4682
N 6.338467 -3.059601 -2.169292 -0.0424 0.0517 -0.2248
C -0.277881 -1.711678 -2.569773 0.1438 -0.5646 -0.2622
F -0.217511 -0.326224 -2.568348 0.0591 0.0896 0.0571
F -0.063389 -2.078233 -3.897577 0.0241 0.1091 0.0599
C -1.748057 -2.061955 -2.347570 -0.3510 0.3511 -0.2658
F -1.950401 -3.369424 -2.628750 0.0216 0.1598 0.1073
F -2.553530 -1.323569 -3.176456 0.1336 -0.2625 0.0387
C -2.290219 -1.794993 -0.931907 -0.0244 -0.1475 -0.1209
F -2.136213 -0.508305 -0.601761 -0.0710 -0.0482 0.1083
F -1.681606 -2.553229 -0.028799 -0.0058 -0.0026 0.0645
F -3.602220 -2.081937 -0.900823 0.0346 0.0877 0.1037
H 1.061793 -1.749649 0.075017 -0.2092 0.0464 -0.0501
H 2.984621 -1.084288 -2.584535 0.0822 0.0971 -0.3097
H 3.209332 -2.800721 -2.952267 0.0869 -0.0011 -0.2674
H 4.283511 -3.086273 -0.706140 -0.1027 -0.1908 0.2510
H 3.391828 -0.506310 -0.392954 -0.1853 0.0395 0.1424
H 5.357929 -1.359524 -2.853326 -0.0450 0.1210 -0.2125
H 6.113422 -1.200012 -1.281218 0.1823 0.1217 0.0829
H 5.819230 -3.692305 -2.764745 -0.0286 -0.1074 -0.0558
H 6.484511 -3.552232 -1.298210 0.0262 -0.0810 0.0895
C -0.711776 2.819394 0.846623 -0.0223 -0.0162 -0.1096
C 0.324081 3.247677 -0.185125 -0.0894 -0.0335 0.0683
C 1.253569 2.094343 -0.576816 -0.0525 0.1883 -0.0223
C 1.998508 1.580519 0.568684 -0.0930 -0.0956 -0.2424
N 2.575002 1.135260 1.452897 0.1735 0.0730 0.3502
H -0.237894 2.510892 1.778694 0.0160 -0.0236 0.0053
H -1.390251 3.637096 1.077349 -0.0243 0.0542 0.0184
H -1.298126 1.978591 0.466361 0.0143 -0.0084 0.0220
H 0.910063 4.082893 0.203429 0.0433 -0.0103 -0.0145
H -0.179612 3.602102 -1.086574 0.0412 -0.0240 -0.0346
H 1.971579 2.406133 -1.336582 -0.0037 -0.0049 -0.0238
H 0.672535 1.270288 -0.988932 -0.0245 -0.1018 -0.0599
C -5.940562 3.249486 4.157843 -0.0059 0.0015 -0.0447
C -5.341773 2.531523 2.954185 -0.0897 0.0517 0.0846
C -3.877280 2.131869 3.164896 -0.0859 -0.0379 -0.1166
C -3.029256 3.297066 3.398059 -0.1085 -0.1674 0.0499
N -2.387783 4.227158 3.585527 0.1370 0.3033 0.0728
H -5.417507 4.184601 4.360702 0.0355 -0.0081 0.0128
H -6.989265 3.487955 3.980514 -0.0099 -0.0084 0.0093
H -5.883607 2.628289 5.053496 0.0034 -0.0029 0.0131
H -5.416136 3.168794 2.071569 0.0256 -0.0177 -0.0310
H -5.914893 1.627490 2.743292 0.0498 -0.0342 -0.0310
H -3.491165 1.604692 2.291608 0.0257 -0.0402 0.0091
H -3.780755 1.464770 4.022611 0.0143 -0.0277 0.0103
```
Forces are in eV/Å.



Density functional theory data (ωB97M-V with the def2-TZVPD basis set) for a structure of composition C15H23AsN10NiO4Si2.

The value obtained for the LUMO energy (spin up / spin down) is 3.549 / 3.548 eV. Its spin multiplicity is 3. As for the charge: -2. As for the orbital gap (spin up / spin down): 5.741 / 5.663 eV. The value obtained for the energy above the lowest of the compared OMol25 structures with the same formula, charge and spin is 0.00 kJ/mol. The total energy is -5757.09960 Eh.

```
56
Properties=species:S:1:pos:R:3:forces:R:3
Ni -0.751056 0.701377 0.962265 -0.6462 -0.1024 -0.0013
N -0.594053 1.402687 4.228983 -0.0295 0.0077 0.0091
C -0.333424 0.107429 3.856609 -0.0418 -0.0007 -0.0359
N 0.045443 -0.838220 4.701690 -0.0140 -0.0005 0.0423
N 0.178613 -1.937077 3.928099 0.0183 0.0200 -0.0322
N -0.104216 -1.665503 2.702500 -0.0320 -0.0452 -0.0016
N -0.449347 -0.360147 2.616533 0.2507 -0.0451 0.0054
C -1.108316 2.377049 3.403864 -0.0041 0.0130 0.0111
N -1.483222 3.569481 3.835233 0.0266 0.0267 0.0140
N -1.916386 4.199013 2.720244 -0.0305 -0.0346 -0.0318
N -1.818263 3.426631 1.694989 0.0159 0.0531 0.0180
N -1.302543 2.243199 2.095579 0.1129 0.0625 0.0099
H -0.427074 1.652514 5.185322 -0.0114 -0.0097 0.0094
O 2.049717 1.986617 2.164875 -0.0130 0.0682 -0.0082
C 1.992910 1.726546 0.972396 0.0105 -0.1402 0.0460
O 1.035185 1.194917 0.316398 -0.0058 0.0029 -0.1073
C 3.213358 2.034232 0.108514 0.0200 0.0654 0.0497
C 4.248624 2.785551 0.648460 0.0405 -0.0148 -0.0334
C 5.376104 3.088672 -0.105323 -0.0427 -0.0088 0.0430
C 5.484971 2.628594 -1.405297 0.0612 -0.0164 -0.1128
C 4.446270 1.872614 -1.927905 -0.0188 0.0715 0.1856
C 3.308605 1.573371 -1.197398 -0.0466 -0.0373 -0.1232
N 4.567293 1.379723 -3.306525 0.0136 -0.0656 -0.1292
O 5.584278 1.659558 -3.927244 -0.0878 -0.0150 0.0472
O 3.658263 0.717383 -3.763366 0.0800 0.0617 0.0400
H 4.140593 3.118086 1.672685 -0.0107 -0.0002 0.0019
H 6.174183 3.682770 0.321727 0.0049 -0.0023 -0.0017
H 6.348867 2.839444 -2.017738 0.0002 0.0047 0.0113
H 2.502011 0.995521 -1.627026 0.0023 -0.0012 0.0223
C -1.852174 -3.559770 0.275083 -0.0065 -0.0425 -0.0152
Si -3.153253 -2.202693 0.273621 -0.0589 0.0528 0.0454
C -4.607269 -2.917280 -0.713943 -0.0165 -0.0121 0.0199
C -3.727774 -1.982456 2.051635 0.0169 0.0071 0.0099
As -2.649913 -0.098291 -0.574600 0.3526 0.0008 0.0124
Si -1.081479 -0.716695 -2.170606 0.1922 0.0808 0.0010
C -0.447357 0.882008 -2.948656 -0.0434 0.0202 -0.0785
C 0.464011 -1.605009 -1.550444 0.0608 -0.0822 -0.0600
C -1.752822 -1.771478 -3.594517 -0.1487 -0.0068 0.0456
H -2.260094 -4.426296 0.808420 0.0135 0.0047 0.0007
H -0.948405 -3.235016 0.792031 0.0032 0.0038 0.0076
H -1.602275 -3.880845 -0.739340 0.0262 0.0178 -0.0026
H -4.967486 -3.848549 -0.262957 -0.0006 -0.0054 -0.0082
H -4.302631 -3.130817 -1.742255 -0.0014 0.0166 -0.0017
H -5.435818 -2.206542 -0.753741 0.0023 -0.0014 0.0039
H -4.205699 -2.888312 2.438106 0.0054 -0.0100 -0.0071
H -4.433395 -1.152564 2.134028 -0.0052 -0.0036 0.0028
H -2.862664 -1.754552 2.679031 -0.0309 0.0048 0.0034
H -0.001606 1.519027 -2.180855 0.0086 -0.0050 0.0043
H -1.255788 1.443953 -3.423570 -0.0104 -0.0035 0.0286
H 0.313415 0.671019 -3.707914 0.0168 -0.0013 0.0258
H 0.895462 -1.080592 -0.695691 0.0194 -0.0014 -0.0032
H 1.216889 -1.629008 -2.347858 -0.0093 0.0361 -0.0070
H 0.273734 -2.635614 -1.248203 -0.0508 0.0284 0.0285
H -2.668889 -1.328196 -3.993214 0.0134 -0.0054 -0.0211
H -1.994152 -2.783885 -3.258719 0.0069 0.0015 0.0039
H -1.019956 -1.843578 -4.404015 0.0218 -0.0125 0.0130
```
Forces are in eV/Å.



Density functional theory data (ωB97M-V with the def2-TZVPD basis set) for a structure of composition C15H23AuCl3N2O2Te.

The value obtained for the LUMO energy (spin up / spin down) is -2.875 / -6.123 eV. Its spin multiplicity is 3. As for the charge: +1. As for the orbital gap (spin up / spin down): 8.312 / 5.789 eV. The total energy is -2629.38951 Eh.

```
47
Properties=species:S:1:pos:R:3:forces:R:3
Au 0.953253 -0.731403 0.310048 -0.3054 0.2012 0.0703
N 1.014502 -1.500263 2.563727 0.4035 0.0594 -0.0786
C 2.101821 -1.155566 3.523037 -0.1153 -0.1214 -0.1229
C 3.442629 -1.749924 3.125307 -0.0483 -0.0115 -0.1532
C 3.915671 -1.298438 1.735184 -0.0915 -0.0486 0.0201
C 3.534983 -2.274251 0.614248 -0.0805 0.1266 -0.0821
N 2.822962 -1.575596 -0.495341 -0.0491 -0.1163 0.2986
H 0.115997 -1.248808 2.951526 -0.1115 0.0305 0.1234
H 0.981141 -2.500534 2.367728 -0.0103 0.0518 0.0486
H 1.836297 -1.501638 4.523018 -0.0719 -0.0379 0.0201
H 2.180761 -0.069957 3.563154 -0.0641 0.0626 -0.0407
H 3.382303 -2.843605 3.165077 0.0627 0.0574 0.0228
H 4.165954 -1.454930 3.884948 -0.0109 0.0097 0.0191
H 4.993165 -1.142810 1.737383 0.0146 -0.0218 0.0091
H 3.464320 -0.323104 1.513484 0.0960 0.0049 0.0190
H 2.847365 -3.041674 0.970704 0.0179 0.0125 -0.0262
H 4.418630 -2.784776 0.235459 0.0278 -0.0364 -0.0988
H 2.498479 -2.259116 -1.174209 0.0352 -0.0267 -0.0253
H 3.441046 -0.935260 -0.980441 0.0397 0.0733 0.0119
Cl -1.994815 -4.400860 -2.559723 -0.0175 0.0357 0.0245
C -1.548029 -4.390800 -0.850533 0.0437 0.1423 0.0388
Cl -0.539957 -5.788805 -0.502664 0.0357 0.0042 0.0176
Cl -3.007533 -4.454827 0.168717 0.1147 0.0842 -0.0611
C -0.813993 -3.040025 -0.526468 0.1704 0.3098 0.2008
O 0.300731 -3.099898 0.046930 -0.8253 0.0306 -0.4152
O -1.448752 -1.999009 -0.860113 0.3883 -0.7998 -0.0049
C -2.587751 5.115306 -3.023702 -0.0022 -0.1117 0.0417
C -2.294708 3.894536 -2.188093 -0.0494 0.0992 -0.1087
C -1.277537 3.904446 -1.239091 0.1204 0.1600 0.0385
C -1.006684 2.799860 -0.447991 0.1773 -0.0253 0.0374
C 0.123996 2.843950 0.554302 -0.2000 0.0064 -0.0797
C -1.793830 1.654578 -0.633801 0.1350 -0.0329 0.0336
Te -1.522561 0.060391 0.682955 0.1093 -0.1452 0.1731
C -2.819650 1.591473 -1.586220 -0.1536 -0.1044 -0.0749
C -3.705910 0.379747 -1.793006 0.0591 0.2353 0.1823
C -3.043982 2.733905 -2.345984 -0.0871 -0.0586 -0.0926
H -1.819927 5.879146 -2.901769 -0.0296 -0.0572 0.0003
H -3.546922 5.552085 -2.735915 0.0366 -0.0216 0.0065
H -2.656084 4.857665 -4.082757 0.0205 0.0006 0.0708
H -0.678605 4.803347 -1.113028 -0.0639 -0.1110 -0.0060
H 0.548139 3.842952 0.618587 0.0070 0.0331 -0.0238
H 0.927555 2.156289 0.270350 -0.0034 0.0116 -0.0008
H -0.213795 2.566447 1.557991 0.0141 0.0237 -0.0374
H -3.198255 -0.563421 -1.598801 0.0916 -0.0277 -0.0058
H -4.072171 0.348930 -2.817150 0.0108 0.0303 -0.0161
H -4.582658 0.433270 -1.138440 0.0797 0.0111 -0.0313
H -3.837612 2.710976 -3.088617 0.0794 0.0079 0.0572
```
Forces are in eV/Å.